--- A ---
6
Properties=species:S:1:pos:R:3 method="wB97M-V/def2-TZVPD" gap_ha="0.164 / 0.164" charge=0
N -0.684 0.435 0.405
Br -2.599 -2.153 -0.039
Cl -3.641 2.345 -1.456
P -2.084 -0.086 0.858
Cl -2.277 -0.156 2.813
H -0.375 0.232 -0.528

--- B ---
6
Properties=species:S:1:pos:R:3 method="wB97M-V/def2-TZVPD" gap_ha=0.286 charge=0
P -0.276 0.000 -0.129
N 0.939 0.319 -1.015
Br -1.091 1.597 1.175
H 1.775 0.674 -0.584
Cl -1.759 -0.688 -1.175
Cl 0.413 -1.902 1.729

Which one sits at the top of the stability order? B does.

--- A ---
17
Properties=species:S:1:pos:R:3 method="wB97M-V/def2-TZVPD" gap_ha=0.301 charge=-1
H 1.284 1.804 1.836
H -0.132 -0.531 -1.638
O -0.040 -0.836 -2.582
H 1.258 0.933 -0.514
O -0.153 -0.537 0.032
H -0.371 -3.043 0.568
H -0.385 -1.764 -2.488
H -0.091 0.545 2.167
H -0.488 2.007 1.252
H -0.060 -1.984 1.405
H 1.739 -0.240 0.635
C 0.367 1.194 1.460
O -1.376 1.864 -1.289
O -0.690 -2.804 1.488
C 0.832 0.375 0.318
H -0.780 1.881 -1.942
H -0.912 1.135 -0.709

--- B ---
17
Properties=species:S:1:pos:R:3 method="wB97M-V/def2-TZVPD" gap_ha=0.298 charge=-1
O 3.062 0.077 1.063
H -0.069 -1.249 1.223
H 2.123 -0.081 0.700
H 3.261 -0.361 1.902
H -1.760 0.017 -0.475
H -2.000 2.030 -0.278
O 0.573 -0.229 0.118
O -0.403 -0.676 -3.217
H 0.292 1.780 0.735
H -0.454 -1.421 -2.685
H -1.954 0.802 0.986
O -0.635 -1.607 1.941
C -1.515 0.983 -0.013
C 0.017 1.081 -0.049
H -0.217 0.012 -2.503
H -0.719 -2.485 1.648
H 0.399 1.328 -1.096

Which one sits at the top of the stability order? B does.

--- A ---
19
Properties=species:S:1:pos:R:3 method="wB97M-V/def2-TZVPD" gap_ha=0.358 charge=0
O 0.303 0.407 -1.249
H -2.277 0.095 -1.366
C 0.188 0.805 1.105
H -1.961 1.773 -0.792
O -2.971 0.658 0.443
H -0.156 -1.714 -0.454
H 3.290 -0.602 -0.555
C -0.628 0.219 -0.125
H 2.904 0.088 -2.161
C -1.965 0.690 -0.528
C 1.019 -0.479 0.674
H 1.819 -0.999 1.260
H -0.339 0.662 2.033
H -3.020 -0.230 0.807
C 2.563 -0.289 -1.295
C 1.447 -0.117 -0.711
H 0.835 1.739 1.145
C -0.290 -1.143 0.459
H -0.762 -1.563 1.313

--- B ---
19
Properties=species:S:1:pos:R:3 method="wB97M-V/def2-TZVPD" gap_ha=0.334 charge=0 smiles="C=C1[C@@H](O)[C@@H](O)[C@H]2C[C@H]12"
H 1.704 0.711 1.624
C 0.978 0.645 0.556
C -1.420 -0.071 0.545
C -1.850 -1.157 -0.449
H -1.458 2.566 -0.499
H -2.104 -1.944 0.419
H 1.960 -2.651 -0.753
H -2.540 -0.936 -1.238
H -0.656 -0.006 -1.385
O 2.090 1.162 -0.471
H -0.931 1.630 1.507
C -0.567 1.148 0.553
H 2.805 -1.270 0.405
O -0.495 2.148 -0.572
C -0.525 -0.739 -0.655
C 0.897 -0.776 -0.023
C 1.816 -1.660 -0.025
H 1.427 1.778 -1.070
H -1.130 -0.578 1.531

Which one sits at the top of the stability order? A does.

--- A ---
10
Properties=species:S:1:pos:R:3 method="wB97M-V/def2-TZVPD" gap_ha=0.351 charge=0
N -0.387 1.694 -0.708
H 0.944 -0.632 -0.634
O -1.138 0.490 -2.799
C -0.623 0.520 -1.722
H 0.328 0.635 1.177
C -0.407 0.632 0.303
C -0.137 -0.464 -0.691
H -0.426 -1.594 -0.617
H -1.382 0.717 0.736
Br -1.248 3.309 -0.636

--- B ---
10
Properties=species:S:1:pos:R:3 method="wB97M-V/def2-TZVPD" gap_ha=0.301 charge=0 smiles="O=C1CCN1Br"
C 0.845 0.054 -0.440
O -2.158 0.137 0.953
H 0.898 -0.582 -1.261
H 0.065 -1.885 0.530
H 1.693 0.790 -0.275
Br -0.614 2.253 -2.071
H 0.604 -0.738 1.833
C 0.212 -0.752 0.738
C -1.109 0.047 0.474
N -0.435 0.676 -0.481

Which one sits at the top of the stability order? A does.

--- A ---
29
Properties=species:S:1:pos:R:3 method="wB97M-V/def2-TZVPD" gap_ha="0.265 / 0.252" charge=0
H -3.864 -2.669 -0.341
H 0.693 -2.216 1.801
H -3.525 -0.839 -0.467
C -0.798 1.795 -1.076
C 2.678 0.935 -0.447
H 3.445 2.278 -1.882
C 0.485 -1.357 1.037
H 1.876 2.030 2.868
H 0.035 0.027 -1.357
H 4.733 1.995 -0.596
C 3.551 2.147 -0.795
C -3.373 -1.863 0.151
H -1.256 -0.166 0.430
C -0.657 0.618 -1.855
H -3.893 -1.631 1.196
C -1.948 -2.190 0.353
C -0.989 -1.080 0.964
Si 1.435 1.211 0.908
O 1.533 2.369 2.013
H -0.368 1.091 -2.858
H 0.972 -1.549 0.079
H -1.529 -2.211 -0.745
O -1.580 2.697 -0.904
O 2.656 -0.125 -1.136
O 1.096 -0.201 1.674
H -1.534 0.047 -2.014
H 3.215 2.848 -0.106
H -1.295 -0.898 2.032
H -1.796 -3.094 1.074

--- B ---
29
Properties=species:S:1:pos:R:3 method="wB97M-V/def2-TZVPD" gap_ha="0.256 / 0.277" charge=0
H -3.120 -1.824 -0.649
H 3.229 1.015 -1.793
H 3.908 0.313 -0.256
C -1.634 -0.865 0.347
H 4.403 -0.436 -2.112
H -2.873 1.143 -1.047
H -1.083 0.206 0.454
H -0.787 2.042 1.787
C -3.615 0.317 -0.805
C -2.698 -0.881 -0.779
O 1.571 -0.984 -1.986
C -0.580 -1.900 -0.043
H 0.732 2.474 2.712
O 0.517 -1.780 0.854
H -0.891 -2.978 0.126
C 0.124 2.688 1.813
H 3.024 -1.985 2.338
H -2.127 -1.056 1.262
O 1.109 2.793 -0.412
C 2.341 -0.684 -1.108
H -2.058 -0.753 -1.635
H -4.346 0.116 -1.655
Si 1.783 -0.819 0.633
H -0.199 3.729 1.759
H -4.011 0.686 0.207
C 0.968 2.309 0.667
C 3.616 0.059 -1.362
H -0.237 -1.617 -0.973
O 2.934 -1.329 1.656

Which one sits at the top of the stability order? B does.

--- A ---
8
Properties=species:S:1:pos:R:3 method="wB97M-V/def2-TZVPD" gap_ha=0.416 charge=0 smiles="C=C(F)[N+](=O)[O-]"
C 1.284 0.052 0.003
O -2.341 0.056 0.017
H 2.191 0.630 -0.035
N -1.288 -0.493 0.001
F -0.310 1.835 -0.023
O -0.991 -1.644 -0.013
C 0.094 0.587 0.022
H 1.361 -1.024 0.028

--- B ---
8
Properties=species:S:1:pos:R:3 method="wB97M-V/def2-TZVPD" gap_ha="0.365 / 0.275" charge=0
H 2.463 -0.313 -0.202
O -1.205 -1.012 -0.607
O -3.266 -1.466 -0.163
N -2.322 -0.769 -0.266
C 0.602 0.652 -0.177
F -0.338 1.508 0.324
H 2.228 0.986 0.915
C 1.840 0.414 0.176

Which one sits at the top of the stability order? A does.